(1)
# C22H19AuN4O4S4Sb

A molecular structure, C22H19AuN4O4S4Sb (ωB97M-V/def2-TZVPD, the Open Molecules 2025 dataset).

Cartesian coordinates (Å):
Au (-0.132, -0.070, -0.377)
O (-3.271, 1.449, 1.980)
S (-2.955, 0.070, 1.679)
O (-3.399, -0.919, 2.614)
N (-1.273, 0.015, 1.572)
C (-0.565, 0.174, 2.691)
C (-1.152, 0.388, 3.965)
C (-0.378, 0.563, 5.099)
C (0.999, 0.535, 5.032)
C (1.650, 0.323, 3.792)
C (3.052, 0.291, 3.670)
C (3.626, 0.079, 2.446)
C (2.784, -0.096, 1.340)
N (1.474, -0.052, 1.428)
C (0.888, 0.145, 2.615)
C (-3.536, -0.299, 0.062)
C (-3.851, -1.611, -0.256)
C (-4.311, -1.892, -1.528)
C (-4.433, -0.871, -2.462)
C (-4.132, 0.439, -2.123)
C (-3.686, 0.736, -0.848)
H (-2.229, 0.408, 4.041)
H (-0.868, 0.722, 6.050)
H (1.600, 0.666, 5.923)
H (3.662, 0.436, 4.553)
H (4.698, 0.041, 2.320)
H (3.195, -0.276, 0.353)
H (-3.724, -2.386, 0.487)
H (-4.551, -2.907, -1.804)
H (-4.760, -1.110, -3.464)
H (-4.230, 1.229, -2.855)
H (-3.477, 1.756, -0.548)
S (-1.275, -3.469, -3.902)
Sb (0.494, -2.545, -2.744)
S (-0.283, -2.478, -0.421)
S (0.082, -0.122, -2.736)
O (-4.462, 5.202, 2.419)
C (-3.931, 5.679, 1.206)
N (-2.823, 4.821, 0.845)
C (-1.679, 5.351, 0.360)
O (-1.516, 6.545, 0.173)
C (-0.592, 4.387, -0.046)
C (0.521, 4.922, -0.684)
C (1.503, 4.076, -1.162)
C (1.331, 2.712, -1.014)
N (0.282, 2.191, -0.380)
C (-0.656, 3.009, 0.111)
H (-5.408, 5.358, 2.436)
H (-3.543, 6.693, 1.303)
H (-4.681, 5.660, 0.407)
H (-2.906, 3.861, 1.151)
H (0.575, 5.997, -0.795)
H (2.381, 4.462, -1.659)
H (2.044, 2.002, -1.414)
H (-1.459, 2.540, 0.650)

As for the multiplicity: 2. Its LUMO energy (alpha / beta) is -1.4 / -3.4 eV. Its expectation value of S² is 0.80. The HOMO-LUMO gap (alpha / beta) comes out at 5.00 / 2.98 eV. Its total energy is -3338.41819 a.u.

(2)
# C22H19CaCl2N2O7S4

A molecular structure, C22H19CaCl2N2O7S4 (ωB97M-V/def2-TZVPD, the Open Molecules 2025 dataset).

Cartesian coordinates (Å):
Ca (-0.720, 0.504, -1.604)
S (4.503, 1.393, -2.102)
C (2.844, 1.236, -2.299)
S (1.637, 2.207, -1.633)
S (2.514, -0.182, -3.253)
Cl (-7.977, 0.418, -4.340)
C (-6.299, 0.649, -3.918)
C (-5.578, 1.682, -4.542)
C (-4.263, 1.879, -4.236)
Cl (-3.387, 3.152, -5.014)
C (-3.543, 1.065, -3.283)
O (-2.318, 1.253, -3.066)
C (-4.336, 0.042, -2.660)
C (-3.803, -0.835, -1.653)
O (-2.703, -0.793, -1.110)
C (-5.690, -0.154, -3.001)
H (-6.064, 2.319, -5.268)
H (-4.506, -1.630, -1.336)
H (-6.244, -0.951, -2.520)
C (0.672, 3.337, 2.522)
O (-0.135, 3.276, 1.350)
C (-0.967, 2.246, 1.151)
O (-1.454, 2.090, 0.044)
N (-1.269, 1.474, 2.218)
N (-2.022, 0.299, 2.084)
H (1.325, 4.192, 2.381)
H (1.282, 2.439, 2.626)
H (0.063, 3.497, 3.417)
H (-0.754, 1.549, 3.074)
H (-2.897, 0.545, 1.638)
H (-1.522, -0.315, 1.445)
O (0.220, -0.400, 0.475)
S (1.694, -0.545, 0.163)
C (2.441, 0.018, 1.696)
C (3.468, 0.943, 1.605)
C (4.007, 1.462, 2.780)
C (3.518, 1.055, 4.011)
C (2.478, 0.130, 4.086)
C (1.932, -0.387, 2.925)
C (2.064, -2.282, 0.322)
C (1.142, -3.161, 0.862)
C (1.473, -4.506, 0.952)
C (2.708, -4.949, 0.498)
C (3.612, -4.056, -0.062)
C (3.289, -2.712, -0.164)
H (3.831, 1.256, 0.628)
H (4.809, 2.188, 2.724)
H (3.945, 1.460, 4.922)
H (2.099, -0.185, 5.051)
H (1.109, -1.092, 2.961)
H (0.171, -2.794, 1.171)
H (0.761, -5.210, 1.363)
H (2.961, -6.001, 0.563)
H (4.562, -4.410, -0.441)
H (3.963, -2.001, -0.633)
O (0.897, -0.394, -3.317)
O (0.456, -1.309, -2.250)

As for the multiplicity: 1. Its LUMO energy is 2.3 eV. Its total charge is -1. The HOMO-LUMO gap comes out at 7.15 eV. Its total energy is -4676.82348 a.u. As for the energy above the lowest of the compared OMol25 structures with the same formula, charge and spin: 0.000 eV.

(3)
# C22H19F3NO8S2

2 unconnected molecules or ions with the total composition C22H19F3NO8S2 (ωB97M-V/def2-TZVPD, the Open Molecules 2025 dataset).

Cartesian coordinates (Å):
C (-6.289, -2.716, 1.187)
C (-5.468, -1.896, 2.151)
O (-4.207, -1.576, 1.515)
C (-3.437, -0.873, 2.385)
C (-2.202, -0.277, 1.809)
C (-2.213, 0.163, 0.431)
C (-1.211, 1.231, 0.010)
C (0.096, 1.317, 0.494)
C (0.950, 2.330, 0.064)
C (0.546, 3.228, -0.921)
C (-0.761, 3.159, -1.398)
C (-1.631, 2.174, -0.938)
O (-3.039, -0.236, -0.402)
C (-1.544, 0.555, 2.849)
O (-1.274, 1.748, 2.733)
O (-1.316, -0.090, 4.021)
C (-0.915, 0.794, 5.101)
C (-1.230, 0.134, 6.421)
O (-3.806, -0.679, 3.542)
H (-7.282, -2.916, 1.599)
H (-6.435, -2.212, 0.227)
H (-5.848, -3.695, 0.987)
H (-6.002, -0.958, 2.397)
H (-5.299, -2.474, 3.073)
H (0.434, 0.570, 1.214)
H (1.929, 2.427, 0.520)
H (1.239, 3.996, -1.256)
H (-1.103, 3.869, -2.146)
H (-2.666, 2.140, -1.285)
H (0.168, 0.963, 5.002)
H (-1.431, 1.758, 5.000)
H (-0.940, 0.795, 7.243)
H (-2.308, -0.048, 6.515)
H (-0.668, -0.802, 6.530)
F (2.757, -4.679, -3.016)
C (1.586, -4.048, -2.838)
F (1.103, -3.671, -4.053)
F (0.695, -4.930, -2.251)
S (1.651, -2.677, -1.670)
N (2.656, -1.523, -2.593)
C (3.987, -1.645, -3.085)
O (4.618, -2.682, -3.254)
C (4.461, -0.278, -3.400)
C (3.635, 0.738, -2.973)
C (3.953, 2.086, -3.185)
C (5.138, 2.377, -3.888)
C (5.979, 1.337, -4.317)
C (5.654, 0.000, -4.071)
S (2.192, 0.072, -2.214)
O (1.012, 0.434, -2.952)
O (2.245, 0.180, -0.777)
H (3.286, 2.864, -2.806)
H (5.408, 3.421, -4.097)
H (6.894, 1.568, -4.853)
H (6.254, -0.847, -4.381)

As for the multiplicity: 1. Its LUMO energy is 1.2 eV. Its total charge is -1. The HOMO-LUMO gap comes out at 5.19 eV. Its total energy is -2602.42653 a.u. As for the energy above the lowest of the compared OMol25 structures with the same formula, charge and spin: 0.169 eV.

(4)
# C22H19F5N8PdS

A molecular structure, C22H19F5N8PdS (ωB97M-V/def2-TZVPD, the Open Molecules 2025 dataset).

Cartesian coordinates (Å):
Pd (0.228, -0.831, 0.410)
S (-0.229, -3.299, 0.243)
C (-1.736, -2.509, 0.414)
N (-2.326, -2.429, 1.624)
C (-3.395, -1.469, 1.904)
C (-3.442, -0.401, 0.824)
C (-3.502, -1.088, -0.530)
N (-2.419, -2.062, -0.657)
H (-1.652, -2.548, 2.374)
H (-3.186, -1.025, 2.876)
H (-4.356, -1.992, 1.970)
H (-2.546, 0.221, 0.873)
H (-4.322, 0.230, 0.963)
H (-3.389, -0.370, -1.344)
H (-4.473, -1.586, -0.650)
H (-1.886, -2.016, -1.531)
N (-0.495, -0.959, 3.366)
C (-0.933, -0.697, 4.416)
N (-1.329, -0.419, 5.628)
C (-2.589, -0.461, 5.962)
N (-3.685, -0.479, 6.361)
C (-0.983, 1.007, -3.029)
C (-0.356, -0.318, -3.288)
N (-0.952, -1.488, -3.196)
C (0.038, -2.423, -3.423)
C (1.217, -1.809, -3.695)
N (0.950, -0.463, -3.617)
H (-1.323, 1.040, -1.990)
H (-1.812, 1.186, -3.716)
H (-0.245, 1.803, -3.133)
H (-0.153, -3.480, -3.341)
H (2.207, -2.189, -3.873)
H (1.633, 0.268, -3.513)
N (-0.391, 1.085, 0.230)
C (0.181, 2.167, 0.761)
C (-0.090, 3.468, 0.242)
C (0.504, 4.599, 0.759)
C (1.361, 4.515, 1.857)
C (1.621, 3.262, 2.415)
C (1.074, 2.117, 1.877)
H (-0.772, 3.532, -0.599)
H (0.291, 5.568, 0.317)
H (1.814, 5.408, 2.273)
H (2.277, 3.186, 3.275)
H (1.275, 1.141, 2.300)
F (1.966, 1.420, -1.590)
C (2.751, 0.374, -1.188)
C (2.277, -0.592, -0.332)
C (3.202, -1.589, -0.073)
F (2.911, -2.608, 0.774)
C (4.474, -1.653, -0.624)
F (5.334, -2.657, -0.331)
C (4.883, -0.664, -1.500)
F (6.115, -0.700, -2.060)
C (4.003, 0.359, -1.789)
F (4.378, 1.321, -2.672)

As for the multiplicity: 3. Its LUMO energy (alpha / beta) is 4.7 / 4.7 eV. Its total charge is -2. Its expectation value of S² is 2.04. The HOMO-LUMO gap (alpha / beta) comes out at 5.37 / 6.35 eV. Its total energy is -2313.18791 a.u. As for the energy above the lowest of the compared OMol25 structures with the same formula, charge and spin: 0.000 eV.

(5)
# C22H19F5NO2OsS2Si

A molecular structure, C22H19F5NO2OsS2Si (ωB97M-V/def2-TZVPD, the Open Molecules 2025 dataset).

Cartesian coordinates (Å):
Os (0.941, -0.635, -0.160)
F (-3.187, -0.639, 5.515)
C (-2.169, -0.597, 4.682)
C (-2.322, -1.058, 3.381)
F (-3.485, -1.547, 2.980)
C (-1.253, -1.007, 2.514)
F (-1.441, -1.486, 1.279)
C (-0.014, -0.500, 2.909)
S (1.448, -0.442, 1.915)
C (0.113, -0.053, 4.225)
F (1.274, 0.431, 4.644)
C (-0.948, -0.096, 5.106)
F (-0.807, 0.341, 6.346)
O (3.954, 0.640, -1.663)
S (2.872, 1.566, -1.438)
N (1.680, 0.986, -0.699)
C (-0.181, -5.467, -0.940)
C (-0.016, -4.508, -2.129)
C (0.262, -5.293, -3.425)
C (-1.317, -3.707, -2.309)
Si (1.385, -3.310, -1.844)
O (0.881, -2.394, -0.461)
C (3.081, -3.927, -1.470)
C (3.429, -5.280, -1.481)
C (4.730, -5.677, -1.200)
C (5.694, -4.726, -0.903)
C (5.367, -3.377, -0.892)
C (4.071, -2.978, -1.179)
C (1.437, -1.899, -3.072)
C (0.595, -0.797, -2.900)
C (0.626, 0.296, -3.762)
C (1.508, 0.290, -4.827)
C (2.357, -0.798, -5.022)
C (2.324, -1.878, -4.151)
H (-1.021, -6.139, -1.136)
H (-0.399, -4.927, -0.016)
H (0.702, -6.084, -0.767)
H (-0.560, -5.991, -3.610)
H (1.183, -5.877, -3.373)
H (0.329, -4.631, -4.292)
H (-2.141, -4.403, -2.493)
H (-1.267, -3.028, -3.163)
H (-1.571, -3.130, -1.416)
H (2.689, -6.036, -1.712)
H (4.989, -6.728, -1.214)
H (6.708, -5.037, -0.683)
H (6.123, -2.636, -0.667)
H (3.836, -1.919, -1.189)
H (-0.203, -0.811, -2.142)
H (-0.045, 1.131, -3.607)
H (1.532, 1.127, -5.513)
H (3.051, -0.798, -5.852)
H (3.010, -2.704, -4.301)

As for the multiplicity: 1. Its LUMO energy (alpha / beta) is -6.1 / -6.2 eV. Its total charge is +1. The HOMO-LUMO gap (alpha / beta) comes out at 6.02 / 5.89 eV. Its total energy is -2730.55648 a.u. As for the energy above the lowest of the compared OMol25 structures with the same formula, charge and spin: 0.000 eV.